Record 1
The following is a quantum chemistry calculation of an isolated molecule of C3H7NO2, from the OMol25 dataset.

Properties
SMILES: NC(=O)CCO
HOMO energy (eV): -9.80

Positions of all 13 atoms, in Å:
N1 1.32113 1.03223 -0.96939
C1 1.37764 -0.14278 -0.27437
O1 2.43374 -0.58814 0.13718
C2 0.06061 -0.84013 -0.05241
C3 -0.94596 -0.06978 0.81109
O2 -2.20214 -0.09584 0.12563
H1 2.16372 1.57842 -1.04687
H2 0.47180 1.32127 -1.43012
H3 -0.41211 -0.98307 -1.02847
H4 0.26825 -1.84592 0.29874
H5 -1.05456 -0.62311 1.74403
H6 -0.62277 0.95658 0.98061
H7 -2.85933 0.30028 0.70435

=====

Record 2
The following is a quantum chemistry calculation of a structure of composition C35H65BrN4O4P2S2Ti, from the OMol25 dataset.

Properties
Expectation value of S²: 2.0045
Spin multiplicity: 3
HOMO energy (alpha / beta) (eV): -5.27 / -5.96

Positions of all 114 atoms, in Å:
Ti1 -0.41833 0.31880 -0.45923
C1 -3.37781 -2.79311 -0.83734
C2 -2.98628 -2.89532 0.63460
C3 -4.05661 -2.22313 1.49153
P1 -1.32160 -2.11520 0.97302
C4 -0.89114 -2.82582 2.66305
C5 -1.08528 -1.78285 3.77084
C6 -1.55551 -4.13876 3.07803
C7 -0.21632 -3.08362 -0.11005
C8 0.43620 -4.28091 0.19116
C9 1.29634 -4.89424 -0.70792
C10 1.94633 -6.21956 -0.40371
C11 1.53438 -4.24266 -1.92088
C12 0.90590 -3.05521 -2.24064
C13 -0.03071 -2.47564 -1.36556
N1 -0.77371 -1.33585 -1.65520
C14 -1.28626 -1.20331 -2.93909
C15 -1.41187 -2.28833 -3.83231
C16 -1.90865 -2.13517 -5.10931
C17 -2.33813 -0.89666 -5.57773
C18 -2.86313 -0.72184 -6.97974
C19 -2.30982 0.15426 -4.67700
C20 -1.81366 0.03430 -3.37708
P2 -2.03716 1.29831 -2.07779
C21 -3.91022 1.26130 -1.95419
C22 -4.73424 1.91582 -3.06027
C23 -4.37650 1.74499 -0.57867
C24 -1.50971 2.96297 -2.71010
C25 -1.67659 3.31822 -4.18372
C26 -2.09693 4.04805 -1.80359
H1 -4.38931 -3.18525 -0.97582
H2 -2.70247 -3.35737 -1.47899
H3 -3.36094 -1.75619 -1.17334
H4 -2.89774 -3.95175 0.89716
H5 -4.14635 -1.17112 1.20851
H6 -3.83883 -2.27346 2.56072
H7 -5.02666 -2.69820 1.32747
H8 0.18496 -3.01248 2.58089
H9 -2.14306 -1.68520 4.02997
H10 -0.72218 -0.79512 3.48130
H11 -0.55926 -2.08349 4.68054
H12 -2.62431 -4.00514 3.25010
H13 -1.11589 -4.48920 4.01594
H14 -1.43635 -4.92999 2.33923
H15 0.27127 -4.75911 1.14971
H16 1.68165 -6.56958 0.59407
H17 3.03518 -6.15426 -0.46314
H18 1.62921 -6.97967 -1.12049
H19 2.23460 -4.68112 -2.62588
H20 1.12440 -2.55408 -3.17426
H21 -1.11653 -3.27666 -3.50780
H22 -1.97195 -3.00439 -5.75638
H23 -2.28090 -1.30736 -7.69264
H24 -2.81583 0.32327 -7.28726
H25 -3.90371 -1.04663 -7.06244
H26 -2.69184 1.10942 -5.00863
H27 -4.08835 0.18190 -1.99800
H28 -4.57626 2.99420 -3.09468
H29 -5.79779 1.74711 -2.86778
H30 -4.51069 1.50060 -4.04036
H31 -4.36524 2.83620 -0.51913
H32 -3.72650 1.34560 0.20011
H33 -5.40178 1.41644 -0.38259
H34 -0.43573 2.91543 -2.50759
H35 -2.72268 3.35415 -4.49270
H36 -1.14337 2.61486 -4.82050
H37 -1.24793 4.30972 -4.35694
H38 -1.60719 5.00565 -1.99937
H39 -3.16513 4.18751 -1.97789
H40 -1.94674 3.79814 -0.75174
N2 4.02267 0.93890 0.36931
C27 4.68031 0.60446 1.65969
C28 5.29028 -0.79822 1.60270
C29 4.21585 -1.88884 1.48270
N3 3.56585 -1.75337 0.18357
C30 3.22187 -1.75521 2.64036
C31 2.57378 -0.37578 2.77481
N4 1.55797 -0.10278 1.73476
C32 3.66770 0.70083 2.79511
H41 4.67539 1.18547 -0.37036
H42 3.34006 1.71745 0.45465
H43 3.51686 0.08225 0.03531
H44 5.46520 1.34177 1.83221
H45 5.85607 -0.95261 2.52466
H46 5.99538 -0.87493 0.76950
H47 4.70062 -2.86861 1.57934
H48 2.63682 -2.15708 0.16521
H49 4.09689 -2.20005 -0.55196
H50 3.78524 -1.93140 3.56129
H51 2.45953 -2.53770 2.57696
H52 2.08944 -0.33217 3.75915
H53 1.25366 0.85774 1.88596
H54 0.74228 -0.67874 1.92615
H55 4.22361 0.59888 3.73033
H56 3.20626 1.69102 2.79348
C33 -3.52481 1.07389 3.18702
S1 -1.90367 1.67790 2.68054
C34 -2.46218 3.34185 2.28255
O1 -1.62697 0.96878 1.38560
H57 -4.28184 1.37706 2.46601
H58 -3.74684 1.47025 4.17771
H59 -3.45826 -0.01014 3.22689
H60 -3.06555 3.70373 3.11500
H61 -3.05359 3.28409 1.36938
H62 -1.58542 3.96648 2.15234
Br1 1.50902 0.67228 -2.21024
C35 0.80753 4.85292 0.34275
S2 1.04283 3.15171 0.76548
O2 0.70066 2.97978 2.17244
O3 2.46117 2.90090 0.51109
O4 0.14690 2.40291 -0.12878
H63 1.54996 5.42403 0.89394
H64 -0.20046 5.17222 0.59749
H65 0.97526 4.93908 -0.72900

=====

Record 3
The following is a quantum chemistry calculation of a structure of composition C26H31BrCsN5O7, from the OMol25 dataset.

Properties
Total charge: -2
HOMO energy (eV): -0.83

Positions of all 71 atoms, in Å:
Cs1 -0.21507 0.21097 -0.09852
C1 1.68728 -0.44959 -3.92860
N1 1.14752 -1.78199 -4.13130
C2 2.09887 -2.80777 -4.53110
C3 0.01688 -2.09534 -3.43612
O1 -0.69004 -1.24473 -2.92512
C4 -0.33754 -3.58622 -3.34775
O2 -1.42528 -3.81085 -2.49331
C5 -1.02796 -3.64617 -1.14913
C6 -2.19788 -3.21369 -0.28257
O3 -3.35351 -3.25018 -0.67100
N2 -1.84106 -2.76630 0.95406
C7 -0.53700 -3.04041 1.54208
C8 -2.87949 -2.35118 1.88018
H1 2.30378 -0.17693 -4.78674
H2 2.29308 -0.41755 -3.01722
H3 0.86911 0.25845 -3.82892
H4 2.79810 -2.36087 -5.23903
H5 1.58872 -3.62064 -5.04884
H6 2.63907 -3.21871 -3.67352
H7 0.55360 -4.13236 -3.01528
H8 -0.62492 -3.94828 -4.33877
H9 -0.22832 -2.90578 -1.08587
H10 -0.61783 -4.58915 -0.75753
H11 0.26147 -2.90036 0.81676
H12 -0.48127 -4.06569 1.93090
H13 -0.37215 -2.32575 2.34798
H14 -3.72796 -1.97463 1.31606
H15 -2.46998 -1.56742 2.51793
H16 -3.22014 -3.19284 2.49712
C9 -2.76920 4.35056 -1.78538
C10 -2.10275 3.53788 -0.66993
O4 -1.27184 2.67496 -1.06122
C11 -2.48021 3.85156 0.63249
C12 -2.02282 3.29855 1.88607
C13 -2.52148 4.02424 3.12444
N3 -1.25353 2.26043 2.00506
N4 -0.89625 2.00632 3.33685
C14 -0.52076 0.78056 3.58430
O5 -0.47248 -0.23893 2.81997
C15 -0.10056 0.57313 5.02737
C16 0.24326 -0.70426 5.45842
C17 0.63619 -0.93777 6.77130
C18 0.69144 0.10872 7.68033
C19 0.34626 1.39076 7.26060
C20 -0.04573 1.61898 5.95115
H17 -3.13934 3.65909 -2.54522
H18 -2.01739 4.98537 -2.26325
H19 -3.58920 4.97770 -1.43049
H20 -3.20900 4.64813 0.72841
H21 -3.19273 4.83898 2.84987
H22 -1.67742 4.42143 3.69147
H23 -3.03644 3.33375 3.79440
H24 0.20566 -1.50548 4.73198
H25 0.90873 -1.94082 7.08146
H26 1.00182 -0.06850 8.70428
H27 0.38613 2.21725 7.96245
H28 -0.31787 2.60722 5.60518
Br1 3.58594 -1.77894 4.30346
C21 3.75060 -2.89642 2.78223
C22 4.53938 -4.03256 2.85330
N5 4.68791 -4.86591 1.82661
C23 4.03780 -4.57218 0.69986
C24 3.23044 -3.45234 0.53374
C25 3.08322 -2.58989 1.61011
C26 2.52576 -3.18523 -0.80242
O6 1.94780 -2.07851 -0.90463
O7 2.60917 -4.09441 -1.65356
H29 5.06783 -4.27246 3.76934
H30 4.14692 -5.25628 -0.13224
H31 2.45818 -1.71062 1.52047

=====

Record 4
The following is a quantum chemistry calculation of a cluster of 2 separate species, C4H11NS in total, from the OMol25 dataset.

Properties
HOMO energy (eV): -7.77

Positions of all 17 atoms, in Å:
C1 1.59707 -0.46571 -0.96348
N1 2.23376 0.75423 -0.78786
C2 1.56205 1.49618 0.20666
C3 -3.08650 0.50144 0.06377
S1 -1.54726 -0.35164 0.47158
C4 1.48707 -1.42319 0.23315
H1 2.09380 -1.02259 -1.76012
H2 0.50698 -0.29415 -1.19685
H3 1.72838 1.14772 1.24349
H4 1.88892 2.53916 0.17460
H5 0.44798 1.44399 0.05509
H6 -3.74875 -0.17180 -0.47723
H7 -3.56592 0.80871 0.98626
H8 -2.86407 1.39497 -0.52159
H9 1.20099 -2.40301 -0.14601
H10 0.70137 -1.07049 0.90139
H11 2.42349 -1.49702 0.78861

=====

Record 5
The following is a quantum chemistry calculation of an isolated molecule of C5H6O, from the OMol25 dataset.

Properties
SMILES: C#C[C@@H](C)C=O
HOMO energy (eV): -10.06

Positions of all 12 atoms, in Å:
C1 -1.34816 1.24056 -1.36342
C2 -1.01449 0.70216 -0.33245
C3 0.04345 0.20343 0.54830
C4 -0.08263 -1.27399 0.93545
C5 1.26196 0.46276 -0.45015
O1 2.27404 -0.18901 -0.54708
H1 -1.91689 1.67571 -2.15166
H2 0.06962 0.84386 1.45268
H3 -0.88593 -1.49281 1.65255
H4 -0.24741 -1.88780 0.04298
H5 0.87210 -1.54720 1.38028
H6 0.97433 1.26235 -1.16748

=====

For each record above, in turn, the calculated ΔE to the lowest compared entry with this formula, charge and spin values are 17.4, 3.2, 0.0, 114.1, 54.9 kcal per mole.
For each record above, in turn, the calculated E_tot values are -8809.773, -184910.532, -119841.600, -16646.846, -7326.902 eV.
For each record above, in turn, the calculated F_max values are 0.87, 1.07, 0.15, 2.06, 1.51 eV Å⁻¹.